A 11-piece molecular cluster, C45H116N4O21S7 overall at a distorted geometry. Source: OMol25; level of theory: ωB97M-V/def2-TZVPD.

Cartesian coordinates (Å):
H -8.278635 -5.331207 -3.965240
H 2.381541 -0.767576 0.579263
H -4.220175 -4.971489 5.200063
N -2.112432 -5.200329 2.886360
H 1.249942 -1.657018 -1.229662
C -3.616588 0.544114 -4.386453
H 6.070412 -3.028629 0.682398
H 4.101228 -0.059269 4.839312
H 0.080507 5.070120 -5.744659
H 4.836286 0.147625 0.440783
C -2.206837 -5.282801 4.344987
H -0.897721 3.098891 -4.029978
H -1.032519 5.086045 1.286873
O 8.006850 0.965998 -0.041250
H -3.723803 -3.934839 2.672154
H 2.475259 4.773894 -3.633133
H -6.474157 -5.263809 -6.049164
H 0.172795 -2.894383 -1.684883
H 2.882052 6.409536 -3.171301
H 1.619008 -4.007474 -0.126562
O 6.046597 2.231616 4.074751
H -1.960552 2.056612 3.493351
O -1.928323 -2.836907 -4.449025
C 8.084194 3.675530 3.269106
H 5.600530 -4.398845 1.740763
H -1.755451 -2.222614 -0.849752
H -2.748105 -1.895025 2.659020
H -1.901125 0.794473 -0.471696
H 3.629022 -3.519315 -3.150502
C 4.196691 -2.342577 -1.440305
H 8.421434 3.675079 4.300431
H 3.133531 1.839698 3.997604
O -4.743248 1.899886 2.476448
O 2.088837 -0.665911 4.657655
H -4.134220 0.892436 -2.272823
H -3.448210 -5.501205 -5.354714
H -0.997976 -7.451173 3.237862
H -0.717629 -7.395497 1.531144
C 1.786247 -0.807619 1.488085
H 2.395141 -4.514742 -1.602903
C -0.601755 5.415736 -4.952151
C 6.642220 0.802910 -0.370532
C 1.232668 -2.642299 -1.702663
H -3.483809 6.514252 4.807384
H 0.088549 2.068117 -1.860692
H -3.176983 -2.622750 -6.982108
H -3.912079 -4.642909 -3.383620
H -6.138865 1.309579 -0.548451
O -4.479074 4.341693 2.620867
H -3.101268 -1.238559 -1.325969
H 4.319044 -4.891522 -0.099456
H -5.430039 -5.340052 -2.705216
H 0.858029 3.275592 -3.881542
H -3.455541 -6.509996 5.590576
H -0.036527 -4.811984 2.864859
C 3.582915 3.307531 1.592119
H 3.686000 -1.402900 -1.674243
C 4.545319 -3.162985 -2.681140
H -4.864979 2.004138 -3.347438
H 6.519269 0.318114 -1.349363
C -4.966791 -4.454428 -3.164180
H -4.352290 1.207901 -0.175031
H -6.137716 0.691793 1.592257
O 1.181851 -3.009232 4.555237
H -1.523006 -6.026941 4.752544
H 5.225912 -3.984151 -2.464327
H 5.101504 -2.000176 -0.932634
H -1.610833 -2.586310 3.853115
H -4.278797 -4.807227 -6.812056
C -0.133587 3.129007 -1.972001
N -0.223635 5.007051 -3.628723
C -2.062169 4.974879 -5.316758
C -4.321358 -5.536913 -6.006568
C 5.891432 0.101444 0.741661
C 4.103793 -3.928213 0.399728
H 0.165620 3.700614 1.661063
H 0.634817 5.363619 0.961234
H -5.429188 0.300286 -3.234486
C 2.842833 1.644277 5.033435
O 5.596623 4.652186 3.843308
H 10.486611 0.239948 -1.066648
S 0.421016 0.344601 1.458019
H 5.058023 4.993536 1.292167
S 6.281097 3.470534 3.366835
C 2.165199 -3.628781 -0.998329
H 4.941369 -2.858378 2.110659
H -2.283434 7.694421 3.092896
O 2.527988 -2.266828 6.529376
H 3.390218 3.327101 2.659667
C -2.391465 6.601406 4.840274
C -1.879664 6.730695 3.414747
H 3.693935 2.183463 5.458336
H 0.321580 -0.351071 6.755372
S 8.925746 2.089232 -0.751786
H -8.981227 -3.738731 -3.722463
H -4.562479 -2.238134 -5.775874
H -2.324613 5.652572 -6.126494
H -3.764911 -0.995891 -6.829774
S 0.424897 5.419363 3.205144
H -0.609435 6.507982 -4.946031
H -2.128600 7.514906 5.367971
O 6.011486 3.234863 1.772574
H -2.760353 1.219097 -4.433348
O 9.712592 2.665263 0.303788
C -5.738738 1.703250 1.492265
H -6.615833 2.322803 1.684996
C -3.599038 -5.781851 4.797743
H -2.640687 -4.050450 1.326057
H -2.192268 3.724644 4.060618
H -7.808813 -4.508832 -2.566439
H 3.301088 -0.078992 6.273736
C -5.292725 1.714434 0.010573
H 8.254834 4.648922 2.814355
C -3.656258 -1.934372 -6.288618
O -2.985701 3.008659 1.116411
H -6.037768 -6.227477 -4.812323
H 8.408897 2.872354 2.615163
H 2.112331 6.230551 -4.739134
O -0.471631 6.790097 3.243593
H -4.214646 -6.044889 3.937075
H -7.190341 -3.435091 -5.409571
O -0.382870 0.101947 2.645145
C -2.023666 -1.210922 -1.171461
H -1.986292 -4.337263 4.847443
H 5.036886 3.737343 0.108984
N -5.640374 -4.172382 -4.412193
C -0.109675 3.558923 -3.439698
C -1.608168 -0.199009 -0.116190
H -0.395597 -0.789558 5.273651
C 2.158137 5.817088 -3.733709
H 1.561051 -2.533295 -2.737972
C -2.698698 2.800683 3.782784
C -4.915696 -3.231567 -2.258603
O 1.766572 5.933519 3.202088
C 4.884547 3.924701 1.175040
H 2.387102 -0.561374 2.359962
H -0.710470 -5.152357 1.325598
O 0.013320 4.623656 4.345849
H 0.643309 3.624548 -1.384448
O -0.217777 -0.330859 0.117414
H 6.102824 -0.963070 0.790148
C 9.987454 0.955994 -1.710702
C -8.065453 -4.319066 -3.611065
H 1.326784 -1.787712 1.596430
O 8.107566 2.848359 -1.676436
C 0.810308 5.819084 -3.019310
H 0.663144 -7.077419 2.668371
H -2.119125 3.938961 -5.646223
H 2.723338 3.789068 1.110174
H -0.607345 -1.954268 6.568629
C 3.094787 0.151026 5.222379
H -5.229184 2.730382 -0.386427
C -1.949802 -2.626778 2.824678
C -0.399314 -6.954330 2.476141
H -4.125890 -3.265327 -1.509590
N 3.350663 -3.008046 -0.431780
S -3.719866 3.160373 2.348564
H -5.851665 -3.153809 -1.698081
H -2.253018 6.056313 2.635796
H -4.747094 -2.364879 -2.897645
H 5.863659 0.533432 1.740274
C 5.271413 -3.469738 1.271708
H 1.848887 1.964507 5.323239
H 9.261243 0.446789 -2.343556
H -4.211662 -6.551413 -6.401264
H 3.367956 2.326866 1.158783
O -3.096493 -0.733474 -4.021428
C -0.774871 -5.462468 2.372363
H 5.009168 -2.512450 -3.425570
C 0.084310 -1.226040 6.155570
S 1.554206 -1.993690 5.504778
H -2.181362 5.695899 5.410172
H 1.065700 5.623752 -1.975610
H 10.677041 1.532095 -2.320840
H -4.193115 0.546035 -5.312338
C -0.036272 4.762744 1.574651
C -2.660829 -3.923469 2.414678
H -2.205233 -0.384002 0.781828
H -3.416244 2.550027 4.559280
C -6.953968 -3.544284 -4.348402
H 3.351599 -4.336652 1.093188
O 0.886941 1.671415 1.114996
H -2.638930 5.071475 -4.398903
H -1.175943 -2.352950 2.110703
H -1.070658 3.431697 -1.501937
H 0.475601 6.865136 -3.006878
H 6.178904 1.769089 -0.601479
S -2.301621 -1.636076 -5.102512
H -1.517844 -1.062097 -2.125659
H -6.951131 -2.517155 -3.973068
C -5.662289 -5.320886 -5.320181
O -1.315920 -0.809849 -5.751868
C -4.559785 0.959662 -3.274484

Force components x, y, z for each atom (eV/Å):
H 0.1892 0.1555 -0.5590
H -0.1944 0.1069 -0.0501
H 0.3414 0.0799 0.3700
N 0.0601 0.2755 0.3594
H 0.3153 -0.1389 -0.0279
C 0.0943 0.8649 0.7458
H 0.1873 0.0342 0.2798
H -0.3589 -0.2721 -0.7520
H 0.1166 0.0671 0.0182
H 0.0073 -0.0877 -0.1162
C -0.6478 -0.7447 0.0998
H -0.0464 -0.2047 0.1402
H -0.2507 -0.5517 0.3490
O 1.0950 0.5899 0.1511
H 0.0771 0.2787 0.2615
H 0.5128 0.1456 -0.8563
H 0.2668 0.7984 -0.3006
H 0.2134 -0.5753 -0.1262
H -0.0459 0.0665 0.0273
H 0.0074 -0.1855 -0.0123
O -0.0696 0.4594 -0.6588
H -0.1829 -0.2916 0.2744
O 0.0270 -0.2930 0.4971
C -1.6449 0.5123 -0.1662
H 0.4483 0.0935 -0.0901
H 0.0113 0.0620 0.1289
H 0.3148 0.4484 0.3747
H 0.5226 0.2056 0.1443
H 0.0979 -0.2894 -0.0143
C -0.2073 0.2440 0.5264
H 0.2319 -0.3089 -0.0632
H -1.1012 0.1471 -0.2948
O 1.1214 0.3100 0.3452
O -0.7292 -1.6732 0.2053
H 0.4853 -0.1573 -0.2302
H -0.1771 0.6777 0.1913
H 0.2161 0.0461 0.2028
H 0.3822 -0.3534 0.0279
C -0.2722 0.4763 0.2537
H -0.0017 0.0576 -0.2354
C -0.9426 -0.2597 -0.1359
C -1.3181 0.8073 -0.5401
C 0.5342 0.3277 -0.3603
H -0.0376 0.5557 -0.3169
H -0.3799 -0.1081 -0.0430
H -0.5364 -0.4115 0.0310
H -0.1864 -0.5452 -0.1799
H 0.2314 -0.5081 -0.0334
O 0.0982 0.3308 -0.3346
H 0.0319 0.3825 -0.0151
H 0.6777 0.3625 -0.5692
H 0.2603 0.0370 0.3761
H -0.0976 -0.5918 -0.0716
H -0.5178 -0.3937 -0.2711
H 0.1258 -0.1873 0.2379
C -1.3843 0.2729 -0.5309
H -0.0482 -0.1243 -0.5272
C -0.2381 0.6373 -0.0965
H -0.1464 -0.0786 -0.4175
H 0.3088 -0.6072 0.3328
C 0.5960 0.1532 0.0695
H -0.1213 -0.2455 0.1160
H 0.4226 -0.1128 0.7952
O 0.2244 0.8605 0.4497
H 0.4130 0.1970 -0.3881
H -0.1137 -0.1099 0.0101
H 0.0323 -0.1989 -0.0538
H 0.1322 0.0129 -0.0149
H 0.5476 -0.0798 -0.0581
C 0.1046 0.4480 -0.1098
N -0.4869 -0.3170 1.3575
C 1.6144 0.2693 0.3437
C -0.1403 -0.6129 -0.0830
C -1.0261 -0.3630 -0.5420
C -1.5124 -1.4244 0.8128
H -0.1376 -0.1162 -0.6582
H 0.2637 -0.5737 -0.2727
H -0.1323 0.1583 -0.2374
C 1.1871 -0.8627 -1.0572
O 0.5844 -0.6899 -0.7575
H 0.0029 0.2004 0.2047
S 1.1531 -1.1962 -0.3063
H -0.5998 0.0104 0.4983
S 0.4603 -0.2237 0.1158
C -0.8723 0.0172 1.2358
H 0.0631 0.4762 -0.2994
H 0.4945 0.1172 -0.1987
O -0.7370 -0.0645 -0.4534
H 0.1252 0.0057 0.0428
C -0.7928 -0.7136 -0.1157
C -0.7420 0.0355 -0.4599
H -0.4710 0.0119 0.8737
H 0.2353 -0.4291 0.5182
S 0.1700 -1.3029 -0.3744
H -0.1084 -0.0821 0.3990
H 0.1163 -0.4843 -0.0344
H -0.7039 -0.1946 0.0555
H -0.1567 0.0216 0.0829
S -0.6317 1.8972 1.3945
H 0.1727 0.0003 -0.1378
H 0.0842 -0.2076 0.3104
O 0.1987 0.1807 1.3440
H -0.1579 0.1379 -0.3492
O -0.5939 0.1665 -0.6359
C -0.6938 -0.8806 -1.4801
H 0.2950 0.5206 -0.1278
C -0.2913 1.4922 -0.0827
H -0.0802 0.4756 -0.0451
H 0.0045 0.0421 -0.1843
H -0.1269 0.5548 0.1360
H -0.8558 -0.1087 0.0837
C -0.8779 1.3272 0.3517
H 0.1158 -0.0580 -0.0669
C 1.6533 0.6934 0.2269
O -0.0961 0.4073 0.5847
H 0.6267 -0.1106 0.4610
H 0.3685 -0.0644 0.2618
H 0.0614 -0.4670 -0.1638
O 1.1119 -0.3367 0.0642
H 0.3668 -0.9690 0.0592
H -0.5187 0.0771 0.0820
O 0.1845 0.7504 -1.3777
C 0.5644 -0.6409 0.2072
H 0.2283 0.0814 -0.0597
H 0.0502 -0.0146 0.0160
N -0.2768 0.4951 -0.8717
C 1.0609 0.7392 -0.0178
C -1.8382 -0.0835 -0.6305
H 0.0285 -0.2721 -0.1414
C 0.0568 -0.4841 0.6733
H -0.2869 0.2125 -0.0907
C -0.4968 0.4249 -0.8561
C -0.7330 -0.2321 0.2168
O -0.6194 -0.7064 -0.5420
C 0.4410 -0.4130 -0.8657
H -0.0344 -0.0573 0.0327
H -0.3341 -0.0557 -0.0641
O -0.0182 -0.1672 -1.3593
H 0.0959 0.0557 -0.2038
O 0.0876 0.7031 1.1510
H 0.3440 0.0868 0.1756
C -1.0822 0.6073 0.0850
C 0.2090 -0.1687 -0.1137
H 0.1443 -0.0478 0.0933
O 0.8137 -0.3650 1.0256
C 0.4833 1.5105 -0.3885
H 0.0040 -0.2283 -0.1209
H 0.0244 0.0158 -0.1693
H 0.2759 0.7500 0.2110
H 0.2838 -0.0200 0.4096
C 1.8067 0.8958 1.5756
H 0.4168 0.0323 0.1715
C -1.2778 0.0128 -0.9828
C -0.6745 0.6892 -0.3852
H 0.1226 -0.2719 -0.1643
N 1.2580 0.6614 -0.4722
S -0.2433 -1.0899 0.3799
H -0.0321 0.4206 -0.1300
H -0.4228 -0.4481 0.6510
H -0.0755 0.1576 0.2098
H 0.7272 0.3068 -0.1240
C -0.6774 -0.6255 -0.3648
H 0.0785 0.3193 -0.0419
H 0.1969 -0.0936 -0.1431
H -0.4722 0.1101 -0.3827
H 0.9128 -0.3801 0.4280
O 0.2591 -1.2582 -0.2665
C 0.4968 0.2446 0.4560
H 0.1771 -0.0344 0.0660
C -0.2894 0.3105 -1.0840
S 0.7245 1.1646 -0.2882
H 0.9108 0.1604 -0.1451
H -0.7223 -0.5792 0.0152
H 0.0275 0.0800 0.1072
H 0.3681 -0.2479 -0.2033
C 0.7262 1.0378 1.2068
C 0.3242 -1.2448 -0.4060
H 0.3987 0.0017 0.2388
H 0.2432 -0.3778 0.0913
C -0.2651 -0.5802 -0.3421
H 0.0116 0.3300 0.2481
O -0.7201 -0.5892 0.4617
H -0.3928 0.3025 -0.2448
H 0.3494 -0.1810 0.2996
H -0.1537 -0.3622 0.0032
H -0.3570 -0.1421 -0.0013
H 0.2535 0.1385 0.5537
S -1.3911 1.5975 -1.1168
H -0.1242 0.1960 0.0937
H 0.4472 -0.1182 0.3021
C -0.1746 -0.8369 0.7271
O -0.3862 -0.4304 0.3660
C -0.1168 -0.0965 0.6646

* HOMO energy: -8.07 eV
* energy relative to the best compared isomer or geometry (same formula, charge and spin): 62.2 kcal per mole
* frontier orbital gap: 8.4 eV
* calculated total energy: -173344.418 eV
* SMILES: CCOS(C)(=O)=O.CCOS(C)(=O)=O.CCOS(C)(=O)=O.CCOS(C)(=O)=O.CCOS(C)(=O)=O.CCOS(C)(=O)=O.CCOS(C)(=O)=O.CCN(CC)CC.CCN(CC)CC.CCN(CC)CC.CCN(CC)CC
* LUMO: 0.3 eV

Löwdin atomic charge list, values in e, 99 entries: number 1, H, carries 0.0668; number 2, H, carries 0.0522; number 3, H, carries 0.0603; number 4, N, carries -0.1974; number 5, H, carries 0.0543; number 6, C, carries -0.2515; number 7, H, carries 0.0529; number 8, H, carries 0.1215; number 9, H, carries 0.1153; number 10, H, carries 0.0744; number 11, C, carries -0.2511; number 12, H, carries 0.0907; number 13, H, carries 0.0570; number 14, O, carries -0.2517; number 15, H, carries 0.1086; number 16, H, carries 0.0682; number 17, H, carries 0.1121; number 18, H, carries 0.0585; number 19, H, carries 0.0720; number 20, H, carries 0.1039; number 21, O, carries -0.3027; number 22, H, carries 0.0593; number 23, O, carries -0.2615; number 24, C, carries -0.0898; number 25, H, carries 0.0773; number 26, H, carries 0.0744; number 27, H, carries 0.0737; number 28, H, carries 0.1073; number 29, H, carries 0.0590; number 30, C, carries -0.2467; number 31, H, carries 0.0711; number 32, H, carries 0.0464; number 33, O, carries -0.2572; number 34, O, carries -0.2850; number 35, H, carries 0.0450; number 36, H, carries 0.0673; number 37, H, carries 0.0616; number 38, H, carries 0.0682; number 39, C, carries -0.0950; number 40, H, carries 0.1138; number 41, C, carries -0.2646; number 42, C, carries -0.2746; number 43, C, carries -0.0611; number 44, H, carries 0.0818; number 45, H, carries 0.0677; number 46, H, carries 0.0661; number 47, H, carries 0.1029; number 48, H, carries 0.0821; number 49, O, carries -0.2770; number 50, H, carries 0.0608; number 51, H, carries 0.1150; number 52, H, carries 0.1189; number 53, H, carries 0.1105; number 54, H, carries 0.0638; number 55, H, carries 0.0993; number 56, C, carries -0.0669; number 57, H, carries 0.1088; number 58, C, carries -0.0693; number 59, H, carries 0.0894; number 60, H, carries 0.1240; number 61, C, carries -0.2497; number 62, H, carries 0.0491; number 63, H, carries 0.1169; number 64, O, carries -0.2841; number 65, H, carries 0.1032; number 66, H, carries 0.0746; number 67, H, carries 0.0775; number 68, H, carries 0.0505; number 69, H, carries 0.0595; number 70, C, carries -0.0676; number 71, N, carries -0.2096; number 72, C, carries -0.0779; number 73, C, carries -0.0744; number 74, C, carries -0.0470; number 75, C, carries -0.2724; number 76, H, carries 0.0372; number 77, H, carries 0.0668; number 78, H, carries 0.0821; number 79, C, carries -0.0413; number 80, O, carries -0.2757; number 81, H, carries 0.0695; number 82, S, carries 0.6450; number 83, H, carries 0.1238; number 84, S, carries 0.6211; number 85, C, carries -0.2588; number 86, H, carries 0.0747; number 87, H, carries 0.1247; number 88, O, carries -0.2800; number 89, H, carries 0.0615; number 90, C, carries -0.0683; number 91, C, carries -0.2781; number 92, H, carries 0.0816; number 93, H, carries 0.0775; number 94, S, carries 0.6277; number 95, H, carries 0.0712; number 96, H, carries 0.0558; number 97, H, carries 0.0657; number 98, H, carries 0.0580; number 99, S, carries 0.6322